(1)
26
Properties=species:S:1:pos:R:3:forces:R:3 method="wB97M-V/def2-TZVPD" lumo_energy_ev="-0.20 / -1.37" e_above_lowest_kcal_mol=120.86 charge=0
C -2.2559 1.1240 -0.3122 1.7 -0.9 0.6
C -1.7449 0.2628 -1.4666 0.6 -1.2 0.3
C -1.4759 0.7611 0.9957 0.4 1.3 -2.4
C -0.1857 -0.0869 -1.4830 -1.5 0.9 -0.9
C 0.0113 1.1960 0.7471 0.2 -2.3 3.1
C 0.6099 0.5253 -0.4326 0.2 1.3 0.6
C 2.4727 -1.5172 -0.3651 -1.7 -0.5 -1.3
N 0.2243 -1.9381 1.5602 -0.9 -2.4 -0.1
O 3.0725 0.7740 0.6598 -0.3 1.2 0.5
O 0.2281 2.5788 0.8407 -0.4 1.1 -0.4
S 2.3454 0.4240 -0.5794 0.8 -2.4 0.3
H -2.0394 2.1251 -0.6089 -0.1 1.1 0.3
H -3.2870 0.9844 -0.1124 -1.2 0.0 -0.3
H -2.2588 -0.6924 -1.4151 -0.2 -0.2 -0.2
H -1.9454 0.6894 -2.4489 -0.3 0.1 0.2
H -1.8404 1.3604 1.8247 -0.1 -0.2 0.2
H -1.5207 -0.3285 1.1666 0.1 0.6 0.2
H 0.0218 -1.1402 -1.3957 -0.4 -0.8 -0.5
H 0.0795 0.2512 -2.4977 0.7 -0.3 0.3
H 0.4412 0.6661 1.6451 0.5 0.7 -0.7
H 2.4804 -2.0120 -1.3771 0.2 0.5 0.9
H 1.4439 -1.7956 0.0895 2.0 0.4 -0.5
H 3.3714 -1.8368 0.2288 -1.0 0.8 -0.5
H -0.2416 -2.8966 1.3842 0.1 1.7 -0.1
H 1.0811 -2.3727 1.8949 0.8 0.5 0.5
H 0.9121 2.8945 1.4573 -0.3 -1.0 -0.3


(2)
29
Properties=species:S:1:pos:R:3:forces:R:3 method="wB97M-V/def2-TZVPD" lumo_energy_ev=3.12 e_above_lowest_kcal_mol=31.77 charge=-1
N -2.2006 0.6353 -1.6614 1.7 0.2 -0.3
C -2.2533 0.0830 -0.2929 -0.6 2.3 0.0
C -1.9798 -1.3659 -0.3496 1.4 0.4 0.9
O -1.7090 -1.9464 0.8846 -1.6 0.1 2.2
S -1.1024 0.9742 0.8745 1.3 -0.8 -0.9
C 0.6092 0.3584 0.2218 -1.7 2.2 -1.7
C 1.2830 -0.7040 0.9879 -0.5 -2.8 -1.6
C 2.7653 -0.5767 0.6928 1.3 -0.2 -1.2
C 2.9902 0.9586 0.6701 1.1 0.1 -1.3
C 1.5794 1.5183 0.3280 0.7 2.1 0.9
P -4.0271 0.3539 0.3883 0.8 -1.2 -2.2
O -4.1378 -0.5357 1.5912 0.0 1.0 0.2
O -4.3374 1.8125 0.1790 -0.3 -1.3 0.7
O -4.7458 -0.6100 -0.8714 -0.4 1.5 1.1
H -2.5757 1.5772 -1.6319 -0.2 0.0 0.1
H -1.1950 0.7671 -2.0233 -1.9 -0.5 1.0
H -1.1231 -1.4828 -0.9692 1.1 -0.4 -0.6
H -2.7831 -1.7776 -0.8454 -1.9 -1.3 -1.1
H -2.4451 -1.6150 1.5362 1.5 -0.7 -1.7
H 0.4946 0.2386 -0.9194 0.0 -0.6 1.8
H 0.8825 -1.6820 0.6665 0.2 0.2 0.4
H 0.9395 -0.5562 1.9679 0.2 0.0 1.8
H 3.0336 -1.0739 -0.3351 -0.8 1.2 1.5
H 3.4825 -1.0882 1.3426 -0.5 0.0 0.4
H 3.4463 1.4076 1.5826 -0.9 -0.7 -0.1
H 3.7782 1.2555 -0.0604 -0.6 -0.4 0.0
H 1.4243 2.1826 1.2219 -0.8 -0.3 -1.0
H 1.4680 2.1081 -0.6093 0.6 0.0 0.8
H -5.6362 -0.2422 -1.0228 0.6 -0.2 0.0


(3)
25
Properties=species:S:1:pos:R:3:forces:R:3 method="wB97M-V/def2-TZVPD" lumo_energy_ev=0.75 e_above_lowest_kcal_mol=9.14 charge=0
C -3.2992 -1.3617 -0.3046 0.2 0.0 -0.1
C -1.9532 -0.6941 -0.5701 -0.2 0.1 0.2
C -1.7186 0.4556 0.4053 0.1 0.0 -0.1
C -0.4779 1.3120 0.2001 -0.3 -0.3 -0.1
O -0.3125 2.3439 0.8190 0.0 0.3 0.3
N 0.4159 0.8683 -0.7125 0.1 -0.2 -0.3
C 1.6719 1.5402 -0.9443 0.1 0.2 0.2
C 2.8030 0.9616 -0.0962 -0.1 -0.4 -0.2
S 2.9501 -0.8516 -0.3037 0.0 0.1 0.1
C 2.1207 -1.4070 1.2154 0.2 0.2 -0.4
H -3.4588 -2.1856 -0.9961 -0.1 -0.1 0.0
H -4.1102 -0.6479 -0.4284 -0.1 0.0 0.0
H -3.3391 -1.7523 0.7099 -0.1 -0.1 0.1
H -1.1671 -1.4477 -0.4688 0.1 0.0 -0.1
H -1.9408 -0.3168 -1.5955 0.1 0.0 0.0
H -2.5690 1.1414 0.3763 0.1 0.0 0.1
H -1.6701 0.0702 1.4285 0.0 0.1 0.0
H 0.3139 -0.0435 -1.1264 -0.1 0.0 0.1
H 1.9221 1.4556 -2.0046 0.0 0.1 0.1
H 1.5326 2.5923 -0.6809 0.0 -0.1 -0.2
H 2.6310 1.1514 0.9613 0.0 0.1 0.0
H 3.7561 1.3952 -0.3946 0.0 0.1 0.1
H 2.7174 -1.1192 2.0767 -0.1 0.0 0.1
H 1.1279 -0.9717 1.2764 -0.1 0.0 0.1
H 2.0538 -2.4885 1.1579 0.0 -0.1 0.1


(4)
25
Properties=species:S:1:pos:R:3:forces:R:3 method="wB97M-V/def2-TZVPD" lumo_energy_ev="-0.05 / 0.59" e_above_lowest_kcal_mol=89.08 charge=0
C 0.0144 -2.8973 0.2745 -0.7 -0.9 0.1
C 0.7582 -1.8817 0.0385 0.3 1.7 0.6
C -1.6809 -0.3425 -0.0359 0.2 -3.9 0.6
C -3.5864 1.3106 -0.0035 1.3 1.1 1.8
C 1.0197 0.4155 -1.7217 -0.5 -0.5 -0.9
C 3.3359 -0.3797 0.1500 -1.4 0.5 -0.6
C 0.9227 1.0276 1.5367 1.5 -0.9 0.9
N -2.1898 0.8335 -0.2111 -1.2 2.7 -1.6
O -2.1998 -1.3799 0.3518 -0.4 2.2 -0.1
Si 1.3660 -0.1050 0.0591 1.5 -1.6 -0.5
H 0.3214 -3.9404 0.2036 0.1 0.1 0.0
H -1.0576 -2.7159 0.5218 0.6 -0.2 -0.1
H -4.3017 0.5466 0.1936 -0.2 -0.8 0.4
H -3.5298 2.0801 0.8552 -0.5 -1.2 -1.4
H -3.8876 1.7806 -0.9085 -0.3 0.6 -0.6
H 0.0274 0.1685 -2.1844 0.8 -0.4 0.7
H 1.0272 1.4720 -1.8386 0.5 1.3 -0.1
H 1.8164 0.0038 -2.3919 -0.6 0.3 0.6
H 3.6852 -1.2359 -0.4634 -0.4 0.0 1.0
H 3.8134 0.4410 -0.3728 0.1 0.6 0.1
H 3.6194 -0.3302 1.2085 0.3 -0.5 -0.4
H 0.7749 2.0583 1.2583 0.1 0.4 -0.1
H 0.0266 0.6867 1.9984 -1.0 -0.3 0.2
H 1.6755 0.9410 2.4102 -0.8 0.3 -1.7
H -1.7705 1.4426 -0.9285 0.4 -0.7 1.0


(5)
24
Properties=species:S:1:pos:R:3:forces:R:3 method="wB97M-V/def2-TZVPD" lumo_energy_ev=0.25 e_above_lowest_kcal_mol=94.96 charge=0
C -2.7023 2.1069 -0.4498 2.4 -1.6 2.1
C -1.7545 1.4858 0.2178 2.4 -2.0 -1.4
C 0.5018 0.8090 -1.9112 -3.9 -1.5 -1.3
C 2.4404 0.6557 1.2252 -0.7 -1.3 1.9
C -1.0172 -2.2613 1.0604 -3.7 -1.3 -0.6
C 1.9221 -0.5980 0.4837 0.3 -0.5 0.0
C -1.0070 -1.7813 -0.3858 1.2 0.7 0.5
N 1.5769 1.3181 -2.1787 4.2 1.0 0.6
Si 0.2373 -0.2801 -0.3875 -1.8 0.7 -0.2
H -3.3020 2.7661 0.0235 -1.8 2.4 1.8
H -3.0168 1.9076 -1.3640 -0.9 -1.1 -4.4
H -1.5390 1.7628 1.1864 0.2 0.7 2.1
H -0.3799 0.9514 -2.6332 0.6 -0.2 1.0
H 3.1828 0.3730 1.9897 0.2 0.1 -0.6
H 2.8010 1.3920 0.5705 0.6 0.9 -0.9
H 1.6696 1.1218 1.8533 -0.2 -0.1 -0.4
H -1.8845 -3.0233 1.2593 1.6 1.0 -0.6
H -0.1207 -2.7133 1.2885 1.9 -1.0 0.9
H -1.2786 -1.4955 1.7351 0.1 1.2 1.0
H 1.8935 -1.5030 1.1318 -0.6 0.8 0.1
H 2.7237 -0.9756 -0.2062 -0.9 0.8 -0.2
H -1.9415 -1.2478 -0.5595 -0.1 -0.6 -0.7
H -0.7503 -2.6832 -0.9725 -0.4 0.9 -0.4
H 1.7454 1.9121 -2.9768 -0.8 0.1 -0.4


(6)
24
Properties=species:S:1:pos:R:3:forces:R:3 method="wB97M-V/def2-TZVPD" lumo_energy_ev="0.93 / -2.08" e_above_lowest_kcal_mol=33.42 charge=0 spin_multiplicity=2
C 0.9665 2.0893 1.0989 0.8 -0.8 -1.0
O 0.0869 1.5113 1.9703 0.5 0.4 0.1
C 0.6045 1.8459 -0.4217 -0.8 -0.2 2.4
C 1.2739 0.5662 -0.9379 0.1 0.8 -0.9
C 0.4925 -0.7256 -0.7737 0.6 0.8 -0.1
C 0.1969 -1.2122 0.4251 -0.9 -0.7 -0.5
C -0.6884 -2.4145 0.6150 -0.8 0.1 0.7
C -0.0658 -1.3121 -2.0453 -0.4 -0.1 0.2
H 0.9816 3.1633 1.3500 -0.1 0.0 0.0
H 1.9710 1.6648 1.2748 0.0 0.5 0.3
H -0.4599 1.6885 -0.2594 -0.4 0.0 -0.9
H 0.7406 2.7606 -0.9883 0.3 -0.1 -0.3
H 2.2839 0.5119 -0.5392 0.1 -0.2 0.3
H 1.4528 0.7529 -1.9996 -0.1 -0.3 -0.1
H 0.3922 -0.6924 1.3438 0.6 0.3 0.2
H -1.7470 -2.1882 0.4182 0.1 0.2 -0.4
H -0.4605 -3.3090 0.0371 0.3 0.1 0.0
H -0.7484 -2.6549 1.6786 0.4 -0.4 0.0
H -1.1507 -1.1517 -1.9968 0.1 -0.3 -0.3
H 0.1392 -2.3732 -2.1775 -0.2 -0.2 0.3
H 0.2914 -0.8434 -2.9556 0.2 0.3 0.1
H -2.5849 0.1003 1.7933 0.1 0.2 0.0
H -1.5103 1.2135 1.5950 -0.4 -0.2 0.1
O -2.4580 1.0085 1.4948 -0.4 -0.1 -0.2


(7)
25
Properties=species:S:1:pos:R:3:forces:R:3 method="wB97M-V/def2-TZVPD" lumo_energy_ev="6.33 / 6.33" charge=-2 spin_multiplicity=2
C -0.9835 -0.3207 -1.6431 0.6 -0.2 0.0
O -0.0559 -0.8394 -2.5693 0.2 -0.1 0.1
C -0.4772 0.9177 -0.8651 -0.3 -0.3 -0.5
C -1.3126 1.2668 0.3799 0.2 -0.1 -0.1
C -1.3725 0.2260 1.4755 -0.3 -0.2 -0.7
C -2.5202 -0.3424 1.8384 -0.5 -0.6 0.6
C 0.7586 -1.0115 1.7752 0.6 0.0 0.1
C -0.1173 -0.1113 2.1867 -0.5 0.2 0.1
H -1.8842 -0.0833 -2.2343 0.0 0.2 0.3
H -1.2794 -1.0744 -0.8982 0.0 -0.1 0.0
H 0.5732 0.7654 -0.6237 0.1 -0.2 0.2
H -0.4869 1.7647 -1.5649 0.0 0.1 0.2
H -2.3364 1.4854 0.0647 0.0 0.1 0.1
H -0.8786 2.1760 0.8070 -0.1 0.2 0.0
H -3.4954 -0.1906 1.3897 0.2 0.5 -0.3
H -2.5823 -1.1156 2.6022 0.4 0.2 0.1
H 1.6754 -1.1991 2.3316 -0.1 0.0 0.1
H 0.6674 -1.5698 0.8526 -0.2 0.1 -0.1
H 0.0351 0.4349 3.1262 0.2 -0.1 -0.1
H 0.9527 -0.9892 -2.1959 -0.7 0.6 -0.1
H 2.8080 -1.1689 -2.6751 -0.4 0.1 0.7
O 2.3265 -1.0122 -1.8380 0.7 -0.3 -0.6
H 3.1442 0.1222 -1.1810 0.0 0.3 0.3
H 3.1837 0.9844 0.1509 0.2 -0.1 -0.5
O 3.6577 0.8849 -0.6918 -0.2 -0.2 0.3


(8)
23
Properties=species:S:1:pos:R:3:forces:R:3 method="wB97M-V/def2-TZVPD" lumo_energy_ev=0.67 e_above_lowest_kcal_mol=81.03 charge=0
C 1.0740 -2.3815 1.2042 -0.8 0.3 -1.5
C 0.8083 -1.6539 0.0848 1.2 -1.2 0.4
C 0.5820 1.3202 1.2700 1.6 -5.4 -1.7
C 0.8629 1.1785 -1.3013 -2.4 0.2 -1.7
C -1.3649 1.4877 -0.0833 -1.8 1.5 -2.8
C -0.2980 -0.7142 0.0150 -3.0 0.2 2.7
C -0.0195 0.7740 -0.0802 -0.8 1.2 1.2
P -1.7859 -1.2690 -1.0392 0.8 -1.9 2.2
H 1.8711 -3.1019 1.4148 -0.2 0.4 -0.6
H 0.2225 -2.3565 1.8846 0.6 0.2 0.5
H 1.3004 -1.7336 -0.9293 0.2 0.0 1.4
H 1.6055 0.8840 1.1943 -0.2 0.7 0.9
H 0.0509 0.7322 2.0404 0.3 1.0 0.0
H 0.6155 2.3342 1.3193 -0.1 2.9 0.3
H 1.8576 0.8853 -1.2162 1.8 -0.5 0.6
H 0.5804 0.7903 -2.3867 -0.1 0.7 2.4
H 0.8121 2.2766 -1.3188 0.2 -0.3 -0.3
H -2.0315 1.0100 -0.8870 0.6 0.9 1.0
H -1.9623 1.4403 0.8499 0.7 -0.1 -0.4
H -1.2998 2.6099 -0.4371 0.1 -2.1 0.9
H -1.0626 -0.8813 1.6162 1.5 0.4 -3.4
H -1.1647 -2.6014 -0.9578 -1.0 0.6 -0.4
H -1.2539 -1.0298 -2.2566 0.8 0.4 -1.6


(9)
34
Properties=species:S:1:pos:R:3:forces:R:3 method="wB97M-V/def2-TZVPD" lumo_energy_ev=-2.88 e_above_lowest_kcal_mol=41.40 charge=+1
In -1.5458 0.8558 -0.2186 -0.1 0.0 0.1
S 0.8793 -1.5785 1.2017 0.2 0.3 -0.3
S 2.0201 -0.4690 2.5204 0.0 0.0 0.0
S -0.3782 1.3201 3.7296 -0.2 -0.1 -0.1
S -1.7405 0.2265 2.6077 0.1 0.4 0.1
C -0.0501 -4.2959 2.3177 0.0 0.1 0.0
As -0.6670 -2.4483 2.5292 0.1 -1.1 0.3
C -2.4962 -2.7463 1.9884 0.0 0.2 -0.1
C -0.3610 -2.2423 4.4104 -0.1 0.2 0.0
S 1.2436 1.4263 2.4966 0.1 -0.1 0.0
H -0.6754 -4.9554 2.9190 0.0 0.0 0.0
H 0.9864 -4.3706 2.6403 0.0 0.0 0.0
H -0.1204 -4.5970 1.2731 0.0 0.0 0.0
H -2.7449 -3.7346 2.3703 -0.1 0.0 0.0
H -2.5585 -2.7594 0.9011 0.0 0.0 0.0
H -3.1417 -1.9779 2.3986 0.0 0.0 0.0
H -0.6539 -3.1914 4.8567 0.0 0.0 0.0
H -0.9432 -1.4155 4.8005 0.0 0.0 0.0
H 0.6994 -2.0687 4.5744 0.0 0.0 0.0
C -1.3796 5.1580 2.9846 0.0 0.1 0.1
C -1.7180 5.1653 1.4957 0.0 0.0 -0.1
C -0.6987 4.4373 0.6797 -0.1 -0.1 0.0
N -0.8145 3.2235 0.2639 0.1 0.0 -0.1
N 0.2622 2.7568 -0.4555 0.0 0.1 0.1
C 1.2040 3.6504 -0.5593 0.1 -0.1 -0.1
N 2.3713 3.4293 -1.1964 0.0 0.0 0.1
S 0.8174 5.1450 0.2155 0.0 0.1 0.1
H -2.1207 5.7322 3.5398 0.0 0.0 0.0
H -0.4016 5.6043 3.1729 0.0 0.0 0.0
H -1.3732 4.1432 3.3771 0.0 0.0 0.0
H -1.8050 6.1890 1.1268 0.0 0.0 0.0
H -2.6767 4.6814 1.3062 0.0 0.0 0.1
H 2.4882 2.5677 -1.6999 0.0 0.0 0.0
H 3.0472 4.1575 -1.3315 0.0 0.0 0.0